No. 1
{"formula": "C26H28N7O8PtS2", "method": "the ωB97M-V functional and the def2-TZVPD basis", "charge": 1, "spin_multiplicity": 1, "energy_ev": -79135.7792, "homo_lumo_gap_ha": 0.2053, "elements": ["Pt", "O", "C", "O", "C", "C", "C", "N", "C", "C", "C", "O", "O", "H", "H", "H", "C", "N", "C", "C", "O", "N", "C", "C", "H", "H", "H", "H", "H", "H", "H", "H", "H", "H", "H", "H", "S", "C", "N", "C", "C", "C", "C", "C", "C", "H", "H", "H", "H", "H", "O", "N", "O", "O", "N", "C", "S", "N", "C", "C", "C", "C", "C", "C", "H", "H", "H", "H", "H", "H", "H", "H"], "coordinates": [[-0.761, -0.539, -0.028], [4.756, -1.219, 3.967], [4.717, -0.419, 3.027], [5.515, 0.373, 2.517], [3.346, -0.389, 2.338], [2.168, -0.242, 3.071], [0.952, -0.205, 2.431], [0.882, -0.344, 1.100], [2.002, -0.569, 0.377], [3.243, -0.550, 0.951], [1.762, -1.013, -1.032], [2.608, -1.108, -1.874], [0.491, -1.402, -1.270], [2.217, -0.181, 4.150], [0.015, -0.067, 2.951], [4.128, -0.688, 0.343], [-2.489, 3.941, 0.872], [-1.751, 2.797, 1.394], [-0.341, 3.049, 1.663], [-2.358, 1.625, 1.697], [-1.796, 0.485, 1.530], [-3.563, 1.688, 2.282], [-4.411, 0.515, 2.455], [-3.929, 2.799, 3.163], [-1.980, 4.293, -0.027], [-2.528, 4.763, 1.589], [-3.499, 3.647, 0.603], [-0.257, 3.781, 2.470], [0.157, 3.453, 0.785], [0.161, 2.139, 1.970], [-4.348, -0.132, 1.593], [-5.442, 0.854, 2.538], [-4.145, -0.021, 3.370], [-3.078, 3.446, 3.343], [-4.251, 2.383, 4.117], [-4.749, 3.384, 2.745], [-2.486, -3.590, 2.817], [-2.329, -2.369, 1.658], [-1.176, -2.297, 1.054], [-0.295, -3.299, 1.494], [0.993, -3.578, 1.035], [1.701, -4.587, 1.649], [1.145, -5.344, 2.689], [-0.143, -5.116, 3.115], [-0.855, -4.086, 2.503], [-3.127, -1.679, 1.438], [1.413, -3.048, 0.198], [2.705, -4.806, 1.314], [1.732, -6.125, 3.152], [-0.590, -5.714, 3.898], [-4.028, -0.885, -2.441], [-3.372, -0.573, -1.492], [-3.761, 0.010, -0.499], [-2.110, -1.035, -1.491], [-0.362, 0.049, -3.523], [0.259, 0.922, -2.766], [-0.345, 1.436, -1.189], [1.349, 1.546, -3.181], [1.968, 1.349, -4.463], [1.284, 1.693, -5.620], [1.901, 1.498, -6.847], [3.188, 0.983, -6.904], [3.864, 0.656, -5.737], [3.253, 0.830, -4.504], [-1.126, -0.488, -3.126], [0.083, -0.277, -4.370], [1.861, 2.063, -2.481], [0.293, 2.126, -5.562], [1.380, 1.764, -7.756], [3.669, 0.840, -7.862], [4.867, 0.255, -5.782], [3.754, 0.549, -3.587]], "forces_ev_per_a": [[0.3, 0.4, 0.2], [0.0, 0.0, 0.0], [-0.1, 0.1, 0.1], [0.1, 0.0, -0.1], [0.0, 0.0, -0.1], [0.0, 0.0, 0.0], [0.0, 0.1, -0.1], [0.0, -0.1, -0.1], [0.1, 0.0, 0.0], [0.0, 0.1, 0.0], [-0.1, 0.0, 0.0], [0.0, 0.0, 0.0], [0.0, -0.1, 0.1], [0.0, 0.0, 0.0], [0.0, 0.0, 0.0], [0.0, 0.0, 0.0], [0.0, 0.0, 0.1], [0.0, -0.1, -0.3], [0.0, 0.0, 0.0], [-0.1, 0.2, 0.1], [-0.2, -0.4, -0.1], [0.2, -0.1, 0.1], [0.0, 0.0, 0.0], [0.0, 0.1, -0.1], [0.0, 0.0, 0.0], [0.0, 0.0, 0.0], [0.0, 0.0, 0.0], [0.0, 0.0, 0.0], [0.0, 0.0, -0.1], [0.0, -0.1, 0.0], [0.0, 0.0, -0.1], [0.0, 0.0, 0.0], [0.0, 0.0, 0.0], [0.0, 0.0, 0.0], [0.0, 0.0, 0.0], [0.0, 0.0, 0.0], [0.0, 0.0, 0.0], [0.0, -0.1, -0.1], [0.0, 0.1, 0.0], [0.0, 0.0, 0.0], [0.0, 0.0, 0.0], [0.0, 0.0, 0.0], [0.0, 0.0, 0.0], [0.0, 0.0, 0.0], [0.0, 0.0, 0.0], [0.0, 0.0, 0.0], [0.0, 0.0, 0.0], [0.0, 0.0, 0.0], [0.0, 0.0, 0.0], [0.0, 0.0, 0.0], [0.1, 0.3, -0.3], [-0.2, -0.9, 0.3], [0.1, 0.4, 0.1], [0.0, 0.3, 0.2], [-0.1, 0.0, 0.0], [0.0, 0.0, 0.0], [0.0, 0.1, 0.0], [0.0, 0.1, 0.0], [0.0, 0.0, 0.0], [0.0, 0.0, 0.0], [0.0, 0.0, 0.0], [0.0, 0.0, 0.0], [0.0, 0.0, 0.0], [0.0, 0.0, 0.0], [0.0, 0.0, 0.0], [0.0, 0.0, 0.0], [0.0, 0.1, 0.0], [0.0, 0.0, 0.0], [0.0, 0.0, 0.0], [0.0, 0.0, 0.0], [0.0, 0.0, 0.0], [0.0, 0.0, 0.0]], "mulliken_charge": [4.266, -0.667, 0.096, -0.659, 0.222, -0.851, -0.260, -0.255, 0.740, -0.855, 0.007, -0.590, -0.915, 0.558, 0.550, 0.642, -1.204, 0.690, -0.988, 0.018, -1.158, 0.144, -0.981, -1.202, 0.342, 0.378, 0.380, 0.362, 0.292, 0.339, 0.244, 0.455, 0.324, 0.432, 0.425, 0.324, -0.197, -0.120, -0.206, -0.306, -0.156, -0.756, -0.599, -0.583, 0.585, 0.254, 0.649, 0.455, 0.421, 0.421, -0.607, 0.914, -0.498, -0.801, -0.060, 0.084, -0.273, 0.029, -0.032, -0.055, -0.595, -0.446, -0.730, -0.303, 0.196, 0.289, 0.324, 0.475, 0.400, 0.400, 0.394, 0.391]}

No. 2
{"formula": "C2H2BrN2P", "method": "the ωB97M-V functional and the def2-TZVPD basis", "spin_multiplicity": 1, "energy_ev": -84415.0836, "homo_lumo_gap_ha": 0.2830, "elements": ["C", "C", "N", "N", "P", "Br", "H", "H"], "coordinates": [[-1.175, 0.096, 0.012], [0.131, -0.413, 0.444], [-1.044, 1.071, -0.748], [-0.359, 1.644, -1.468], [1.572, 0.047, -0.388], [3.139, -1.131, 0.533], [-2.087, -0.067, 0.515], [-0.177, -1.247, 1.100]], "forces_ev_per_a": [[1.1, -2.3, 3.2], [-1.3, -1.1, -0.8], [1.8, 3.3, -4.3], [-1.2, 0.4, 0.4], [-1.8, 0.3, 0.6], [0.5, -0.6, 0.4], [-0.8, -0.3, 0.3], [1.5, 0.3, 0.1]], "mulliken_charge": [-0.214, -0.180, 0.491, -0.570, 0.015, -0.214, 0.357, 0.314]}

Computed max |F| (eV/Å) in order:
0.99, 5.69
Computed relative energy (zero: lowest compared OMol25 entry of this formula, charge and spin) (kJ/mol) in order:
0.0, 108.1